Below is a structure of composition CH16FeO11 in a non-equilibrium geometry, with properties calculated with ωB97M-V/def2-TZVPD.

The gap between HOMO and LUMO (spin up / spin down) comes out at 5.88 / 5.39 eV. The energy relative to the best compared isomer or geometry (same formula, charge and spin) comes out at 32.010 eV. The max |F| is 18.272 eV Å⁻¹. The calculation puts the HOMO energy (spin up / spin down) at -9.52 / -9.29 eV. As for the expectation value of S²: 6.0225. Its spin multiplicity is 5.

Cartesian coordinates (Å):
H  5.7402  31.1525  5.9540
O  3.8944  31.6659  9.4744
H  4.1243  29.7120  5.9937
H  3.6737  32.5442  9.7844
H  7.3551  32.9513  6.7230
H  7.0307  31.3798  5.1958
H  5.4378  33.5804  8.2024
H  3.7159  31.6914  8.5343
H  4.2964  32.8902  7.4863
H  3.9316  30.9298  5.1111
O  6.0820  31.3327  5.0782
H  5.4229  30.9426  7.9690
O  7.1105  29.6236  7.0631
O  4.5718  33.7411  7.8276
H  5.2210  31.2274  4.3759
Fe  2.3833  31.0986  7.0536
H  5.8788  32.6884  6.9315
H  5.0076  31.2565  9.3906
O  4.3674  28.7884  6.0590
H  6.6715  30.3560  7.4956
C  4.2721  31.3419  6.8374
O  3.6025  30.6917  6.0533
O  4.3221  30.9292  4.2372
O  5.4893  31.1988  6.9542
O  6.6339  33.1224  7.3287
H  4.3654  28.6055  6.9985
H  6.5818  28.8587  7.2905
O  3.6354  31.9071  7.7025
O  5.6704  30.7903  8.8811

---

Below is the molecule C5H5BrIN in a non-equilibrium geometry, with properties calculated with ωB97M-V/def2-TZVPD.

The gap between HOMO and LUMO comes out at 8.86 eV. The energy relative to the best compared isomer or geometry (same formula, charge and spin) comes out at 0.686 eV. The max |F| is 3.102 eV Å⁻¹. The calculation puts the HOMO energy at -8.93 eV. As for the SMILES: BrC1=NC=C[C@H](I)C1.

Cartesian coordinates (Å):
C  -0.5476  1.2779  0.1309
N  -1.3923  0.6008  -0.5175
H  1.4565  1.2704  -0.6916
I  -0.0959  -0.8532  2.2930
H  -1.8099  -1.0510  -1.7992
C  0.9081  0.8386  0.1511
H  -0.2586  -2.4018  -0.8732
H  1.2379  1.1778  1.0999
H  1.9027  -1.0054  0.3819
C  -0.0964  -1.3687  -0.5805
C  -1.1240  -0.6261  -1.0226
C  0.8138  -0.7423  0.3390
Br  -0.9944  2.8830  1.0887

---

Below is a cluster of 7 separate species, C19H45Cl6N5O5 in total in a non-equilibrium geometry, with properties calculated with ωB97M-V/def2-TZVPD.

The gap between HOMO and LUMO comes out at 9.28 eV. The max |F| is 2.228 eV Å⁻¹. The calculation puts the HOMO energy at -8.72 eV. As for the SMILES: COC[C@H](C)N.COC[C@H](C)N.ClC(Cl)Cl.ClC(Cl)Cl.CN(C)C=O.CN(C)C=O.CN(C)C=O.

Cartesian coordinates (Å):
C  -2.7702  -2.8906  -0.1766
H  4.3098  5.1829  0.2278
H  -5.7568  -2.1009  -2.1215
H  4.5710  -0.7790  1.2411
H  2.0912  2.0983  1.0632
H  -4.4551  -5.5334  -0.4030
C  -2.2527  -4.5612  -1.8797
C  -0.9864  0.3359  -1.7236
N  3.0738  3.5175  -0.1832
H  -7.2017  1.7851  -1.4704
H  -1.7166  -2.6811  -0.4258
H  4.7585  4.2735  -1.2789
C  4.3338  4.2173  -0.2803
H  8.4740  -0.0783  -0.1072
H  3.9366  0.7639  -0.5212
H  -5.1561  -3.9724  -0.2630
C  -0.2710  4.5371  -4.2728
H  5.4781  -0.0019  -2.1610
C  -7.4693  0.7646  -1.7433
Cl  -0.0368  -1.0400  -2.2468
H  -1.8763  -5.5187  -1.4991
H  2.5690  -0.3248  4.1412
N  -3.1530  -3.9275  -0.9545
H  3.6666  2.5775  1.6512
H  -7.9038  0.4302  -0.7908
H  -1.9866  -0.0571  -1.5628
C  0.6104  0.4844  4.3293
H  1.2629  3.0442  -0.9352
O  6.4272  -0.0544  -0.3086
Cl  -1.0070  4.9844  -2.6927
H  3.3906  -0.6826  -2.6802
H  -1.1144  1.5876  3.5882
H  1.5642  -0.5885  2.9601
Cl  -0.3347  1.1040  -0.2468
H  -8.2450  0.7133  -2.5043
H  -2.6530  -1.5668  6.3684
H  0.3510  3.6802  -4.0473
O  -3.4133  -2.3554  0.6968
C  -0.4232  0.8068  3.2593
N  3.0938  -0.8124  -1.7251
N  -6.3183  -0.1010  -1.9419
O  -1.1649  -0.5639  5.5926
N  1.8570  0.1605  3.5940
Cl  -1.5115  4.0224  -5.4361
H  -7.4274  -1.7486  -2.6298
O  2.5712  3.6423  -2.3924
H  5.1002  3.6281  0.2395
C  2.2779  3.3285  -1.2521
C  -4.4597  -4.5441  -0.8703
H  -0.9814  -0.0986  3.0075
C  -6.6351  -1.4992  -1.9177
H  0.9301  -0.7270  6.1145
H  -4.8618  -4.6785  -1.8755
H  -7.0483  -1.8321  -0.9608
C  4.0047  -0.3192  -0.7089
H  -1.5535  -2.6672  5.4488
Cl  0.6123  5.9077  -4.9009
C  0.2250  -0.6586  5.2834
H  2.9012  -0.4291  1.2356
C  7.7120  -0.2164  -0.8730
C  3.6626  -0.9263  0.6416
H  2.1085  -0.6141  -1.6019
H  0.3156  -1.5569  4.6567
H  3.4370  -1.9903  0.5543
H  -2.7658  -4.6591  -2.8368
H  5.6631  -1.5686  -1.4084
O  -4.1698  -0.3079  -2.5656
C  2.7864  2.9339  1.1285
C  -1.6215  -1.8140  6.1270
H  -1.0506  -2.0743  7.0217
H  7.8813  0.5854  -1.6007
H  7.7866  -1.2161  -1.3086
H  -1.3070  -4.0414  -2.0485
Cl  -1.0408  1.5435  -3.0370
H  -4.9875  1.4796  -2.2453
H  -0.0514  1.2624  2.3404
H  2.2204  3.6981  1.6713
C  -5.1179  0.3955  -2.2331
H  0.8137  1.4203  4.8595
C  5.4281  -0.5177  -1.1923

---

Below is a cluster of 2 separate species, C8H13ClNO2S in total in a non-equilibrium geometry, with properties calculated with ωB97M-V/def2-TZVPD.

The gap between HOMO and LUMO (spin up / spin down) comes out at 10.27 / 3.11 eV. The energy relative to the best compared isomer or geometry (same formula, charge and spin) comes out at 4.349 eV. As for the total charge: +1. The max |F| is 4.207 eV Å⁻¹. The calculation puts the HOMO energy (spin up / spin down) at -14.85 / -11.35 eV.

Cartesian coordinates (Å):
H  1.8714  -0.2072  2.8171
C  1.2299  -0.9525  -1.7152
H  0.2634  -0.5875  2.3898
H  0.8872  -2.3759  0.0594
H  2.1044  -0.8070  -2.2504
H  2.5679  -2.2504  -0.3288
O  -0.0640  1.1571  0.8529
O  1.1585  3.3731  -0.2728
C  1.2880  -0.8472  2.0522
C  -3.5811  0.3221  0.1649
H  0.6287  -1.5416  -2.2853
C  1.7042  -0.4717  0.6681
H  0.9399  1.1566  -2.0224
C  -0.0992  3.2874  -0.0033
H  -2.8404  0.7100  0.7147
Cl  3.4561  -0.0240  0.7090
S  2.3149  2.0575  -0.0378
H  -3.6402  0.4119  -0.8734
C  0.5961  0.3925  -1.3509
H  -0.4691  0.2819  -1.5367
H  -4.2811  -0.2875  0.6422
C  0.9803  0.7264  0.0554
N  -0.7948  2.2783  0.3650
C  1.5985  -1.6477  -0.3796
H  1.3937  -1.8629  2.1725
H  -0.7261  4.1083  -0.1687

---

Number 1: electronic energy -58173.8286 eV. Number 2: electronic energy -84897.7040 eV. Number 3: electronic energy -113253.2310 eV. Number 4: electronic energy -37435.2668 eV.